No. 1
Formula: C24H32NO16PS3
Source: OMol25
Level of theory: the ωB97M-V functional and the def2-TZVPD basis

Computed properties:
HOMO-LUMO gap = 7.5832 eV
M = 717.69 g/mol
HOMO energy = -9.0 eV
Calculated total energy = -3728.05138 Eh
SMILES = C#CCc1c(N)c(OCCCC)cc2c1C(=O)C=C(P(C)O)C2=O.O=S1(=O)OCCO1.O=S1(=O)OCCO1.O=S1(=O)OCCO1

Structure (XYZ):
```
77
Properties=species:S:1:pos:R:3:forces:R:3:lowdin_charge:R:1
C -3.65155 -0.78652 3.27458 0.1 0.5 -0.4 0.089
C -2.44906 -0.68520 3.30002 0.5 0.1 -0.6 -0.116
C -0.97034 -0.42790 3.10025 -0.7 0.3 0.8 -0.122
C -0.71272 0.25163 1.75112 0.0 0.2 -0.1 -0.086
C -1.23654 1.56506 1.57602 0.6 -0.4 -0.8 -0.167
N -1.99569 2.14623 2.63753 -0.1 -0.1 -1.0 0.119
C -0.98847 2.25960 0.35663 -0.1 -0.4 0.5 -0.212
O -1.49273 3.54531 0.28507 1.2 -0.4 0.0 -0.073
C -0.41129 4.51916 0.41615 -0.5 1.8 -0.4 -0.160
C -0.21861 5.02785 1.86254 -0.2 -1.3 0.7 -0.177
C 0.68057 4.13899 2.79190 1.0 0.4 -0.2 -0.226
C 1.87469 3.41716 2.09350 0.0 -0.4 0.7 -0.105
C -0.27256 1.68157 -0.71796 -0.2 -0.4 1.1 0.072
C 0.19667 0.37621 -0.52303 0.3 -0.8 -0.1 -0.076
C 0.00016 -0.34582 0.69698 0.0 0.3 -0.4 -0.030
C 0.56832 -1.76943 0.78382 -0.4 0.3 -1.0 -0.273
O 1.06070 -2.24479 1.77798 -0.3 0.0 0.0 0.092
C 0.49414 -2.55394 -0.54130 -0.1 1.0 0.5 0.014
C 0.66754 -1.88192 -1.68466 -0.4 -0.8 0.2 -0.259
P 0.52105 -2.81364 -3.30225 0.3 2.0 -1.9 0.882
C -1.02521 -3.86194 -3.16962 1.2 -0.9 1.6 -0.275
O 1.88220 -3.80723 -3.35590 -1.7 -0.5 0.6 -0.334
C 0.94905 -0.36587 -1.64256 -0.6 -0.3 0.7 -0.333
O 1.70984 0.17549 -2.39747 -0.2 0.0 -0.2 0.115
H -4.71635 -0.68894 3.10459 0.6 -0.4 0.4 0.036
H -0.36855 -1.32944 3.28565 -0.3 0.3 -0.4 0.101
H -0.67728 0.30640 3.88458 -0.2 -0.4 -0.4 0.128
H -2.13656 3.13914 2.45077 0.1 -0.3 -0.1 0.071
H -2.91590 1.70683 2.57085 0.1 0.1 0.6 0.087
H 0.50908 4.16566 -0.08132 -0.4 -0.1 0.4 0.116
H -0.75964 5.39247 -0.17936 0.1 -0.6 0.3 0.127
H 0.10371 6.08373 1.89639 0.1 -0.7 -0.4 0.105
H -1.23106 5.03285 2.32064 0.6 0.2 -0.3 0.089
H 1.13306 4.82954 3.53923 -0.4 -0.5 -0.3 0.106
H 0.12848 3.38418 3.38062 -0.1 0.4 -0.5 0.084
H 2.27010 2.66171 2.81014 -0.1 0.5 -0.4 0.075
H 1.57893 2.84158 1.19642 0.2 0.4 0.4 0.050
H 2.71876 4.09666 1.87420 -0.5 -0.2 -0.2 0.077
H -0.11417 2.22405 -1.65951 0.0 -0.3 0.5 0.145
H 0.28234 -3.63470 -0.54938 0.3 0.5 0.4 0.115
H -1.21850 -4.40077 -4.11267 0.1 0.5 0.4 0.041
H -1.89253 -3.27984 -2.81280 0.5 0.0 -0.4 0.050
H -0.81776 -4.62000 -2.37185 -0.5 0.2 -0.5 0.034
H 1.60039 -4.70866 -3.12087 0.5 0.1 0.1 0.056
C 2.09933 -5.16897 4.19966 0.2 0.4 0.2 -0.164
C 2.46521 -4.69864 2.80788 -0.4 0.0 -0.2 -0.183
O 3.62607 -5.46261 2.45922 0.1 -0.3 0.6 -0.186
S 3.53279 -6.91449 3.14828 -0.3 0.5 0.0 0.612
O 3.02525 -7.83518 2.19477 0.1 -0.2 0.2 -0.222
O 4.73194 -7.14721 3.86709 0.0 -0.1 -0.2 -0.216
O 2.35515 -6.57691 4.19522 0.1 -0.1 -0.5 -0.189
H 2.73985 -4.70823 4.95541 0.0 0.0 0.0 0.134
H 1.05705 -4.97218 4.44133 0.0 -0.3 0.0 0.136
H 2.67963 -3.63612 2.77094 0.2 -0.1 -0.1 0.116
H 1.67646 -4.93379 2.09047 0.0 0.1 0.0 0.125
C -5.20397 6.39029 2.33541 -0.5 0.2 0.0 -0.166
C -4.93245 6.70339 0.87834 0.1 -0.6 -0.2 -0.165
O -4.07311 7.84703 0.90611 0.0 0.1 0.6 -0.182
S -3.13860 7.77927 2.21550 -0.5 -0.2 -0.2 0.627
O -1.88237 7.22997 1.84455 -0.2 0.5 0.2 -0.229
O -3.25764 9.00381 2.91611 0.2 0.0 -0.1 -0.204
O -3.96498 6.64311 3.00519 0.3 0.0 -0.4 -0.187
H -5.95982 7.06004 2.75170 0.0 0.0 0.0 0.135
H -5.51381 5.35832 2.48554 0.2 0.0 0.1 0.135
H -5.84128 6.91996 0.32207 0.1 0.3 0.0 0.137
H -4.39410 5.88628 0.39061 -0.1 0.0 0.0 0.132
C 2.35628 -3.04851 -7.62251 -0.5 0.1 0.3 -0.166
C 2.99479 -3.92732 -6.56940 0.5 0.4 0.1 -0.169
O 2.72281 -5.26751 -6.99551 -0.4 0.1 -0.5 -0.191
S 2.69030 -5.31440 -8.60510 0.1 0.4 0.4 0.610
O 3.95493 -5.75769 -9.07021 -0.2 -0.1 -0.2 -0.218
O 1.47465 -5.92272 -9.00966 0.1 -0.2 0.0 -0.221
O 2.58934 -3.72702 -8.86198 0.3 -0.4 0.2 -0.190
H 1.27673 -2.97126 -7.47320 0.0 0.0 0.0 0.131
H 2.78919 -2.05103 -7.64669 0.1 -0.1 -0.2 0.136
H 2.58843 -3.74903 -5.57605 -0.1 -0.3 -0.1 0.096
H 4.07924 -3.79316 -6.54677 0.0 0.0 0.0 0.137
```
Positions in Å, forces in eV/Å.

***

No. 2
Formula: CH2NO4
Source: OMol25
Level of theory: the ωB97M-V functional and the def2-TZVPD basis

Computed properties:
HOMO-LUMO gap = 7.2237 eV
M = 92.03 g/mol
HOMO energy = -3.2 eV
Calculated total energy = -394.97782 Eh
Total charge = -1
Energy relative to the best compared isomer or geometry (same formula, charge and spin) = 53.8 kJ/mol

Structure (XYZ):
```
8
Properties=species:S:1:pos:R:3:forces:R:3:nbo_charge:R:1
C 1.69562 0.04104 -0.19437 0.5 -2.2 1.3 1.054
N -1.38429 -0.35660 0.68316 2.0 -1.0 -1.0 -0.094
O -0.10376 -0.91364 0.34397 -0.9 0.0 0.4 -0.782
O 2.41707 -0.90064 -0.01201 -1.2 1.7 -0.7 -0.611
O 1.40756 1.15989 -0.40727 0.0 0.5 -0.4 -0.627
O -1.90615 0.15374 -0.59311 0.5 0.5 0.4 -0.663
H -1.07442 0.45508 1.20938 -0.4 0.7 -0.2 0.274
H -1.05163 0.36114 -1.02975 -0.5 -0.1 0.1 0.450
```
Positions in Å, forces in eV/Å.

***

No. 3
Formula: C52H78N3O8P2Pt
Source: OMol25
Level of theory: the ωB97M-V functional and the def2-TZVPD basis

Computed properties:
HOMO-LUMO gap = 5.7407 eV
M = 1130.24 g/mol
HOMO energy = -15.5 eV
Calculated total energy = -3595.51134 Eh
Total charge = +3
Energy relative to the best compared isomer or geometry (same formula, charge and spin) = 0.0 kJ/mol

Structure (XYZ):
```
144
Properties=species:S:1:pos:R:3:forces:R:3:lowdin_charge:R:1
Pt 0.52480 0.32076 0.35733 -1.0 1.5 1.1 1.310
O 0.48659 0.23699 2.48175 -0.1 -0.1 -0.1 -0.124
C 1.46260 0.05503 3.23356 0.1 0.0 0.1 -0.131
C 2.83046 -0.02352 2.85786 -0.2 -0.2 -0.1 -0.144
C 3.75254 -0.35908 3.86230 0.0 0.0 0.0 0.086
C 5.07685 -0.45580 3.54561 0.0 0.0 0.0 -0.111
C 5.52714 -0.20875 2.25320 0.0 0.0 0.0 0.079
C 4.63042 0.11801 1.25635 -0.1 0.1 0.0 0.021
C 3.25756 0.21539 1.52677 -0.1 0.0 0.1 -0.322
O 2.46865 0.64599 0.53868 0.5 -0.6 -0.6 -0.289
N 6.04774 -0.82568 4.59818 0.0 0.0 0.0 -0.346
O 7.21252 -0.84713 4.27934 0.0 0.0 0.0 0.127
O 5.59064 -1.08062 5.68972 0.0 0.0 0.0 0.115
H 1.22308 -0.03222 4.29968 0.0 0.0 0.0 0.171
H 3.43122 -0.54033 4.88094 0.0 0.0 0.0 0.147
H 6.58793 -0.27935 2.04906 0.0 0.0 0.0 0.144
H 4.98255 0.33020 0.25809 0.0 0.0 0.0 0.120
C 0.54453 -1.68853 -6.36849 0.0 0.1 0.0 -0.017
C -0.13120 -2.35259 -5.14809 0.0 0.0 0.0 -0.355
C -1.58107 -2.70505 -5.45737 0.0 0.0 0.0 -0.045
C 0.06005 -1.44845 -3.96944 -0.1 -0.2 0.1 -0.118
C 1.33915 -1.28685 -3.43020 0.0 0.1 0.1 0.001
C 1.67393 -0.30090 -2.53737 0.0 0.0 -0.1 -0.084
C 3.19796 -0.11610 -2.50779 -0.1 0.0 0.1 -0.316
C 3.82776 1.23135 -2.18106 0.0 0.0 0.1 -0.027
C 3.79986 -1.26702 -1.69353 0.0 0.0 -0.1 -0.040
C 0.58209 0.54243 -1.88363 -0.1 -0.3 0.0 -0.203
C -0.79176 0.21092 -2.42662 -0.1 0.1 0.2 -0.119
C -0.98471 -0.68895 -3.43131 -0.1 0.0 0.1 0.019
C -2.02149 0.97339 -1.99682 0.0 -0.1 -0.2 -0.363
C -3.16428 0.01620 -1.61450 0.1 0.1 -0.1 -0.022
C -2.51172 1.87705 -3.14743 0.1 0.1 0.0 -0.023
C 0.89859 1.99939 -2.33774 0.0 -0.2 -0.2 -0.216
C 0.99265 2.13587 -3.72786 0.1 0.0 0.0 -0.032
C 1.46700 3.29236 -4.31719 0.0 0.0 0.0 -0.015
C 1.90710 4.33679 -3.51320 0.0 -0.1 -0.1 -0.022
C 1.75804 4.23385 -2.14550 0.0 0.1 0.1 -0.081
C 1.20908 3.09611 -1.54012 0.0 0.1 0.0 -0.328
P 0.70194 3.17192 0.19066 0.3 0.0 0.0 1.227
C -0.69926 4.52963 0.15323 -0.2 -0.2 0.1 -0.595
C -1.84682 4.09849 -0.77292 0.1 0.0 0.1 -0.083
C -1.20701 4.81967 1.58021 -0.1 0.0 0.0 -0.067
C -0.25045 5.86854 -0.46655 0.1 -0.1 0.0 -0.068
C 2.12031 3.88454 1.28222 0.0 -0.1 -0.1 -0.613
C 3.49860 3.49667 0.72721 -0.1 0.0 0.1 -0.062
C 2.18649 5.41045 1.44324 -0.1 0.0 0.0 -0.075
C 1.89174 3.28350 2.67122 0.0 0.1 0.0 -0.072
H 0.42038 -2.33291 -7.23729 0.0 0.0 0.0 0.101
H 1.61096 -1.52652 -6.21499 0.0 0.0 0.0 0.085
H 0.07335 -0.72925 -6.59184 0.0 0.0 0.0 0.097
H 0.42370 -3.26983 -4.92727 0.1 0.0 0.0 0.141
H -2.15141 -1.82873 -5.77058 0.0 0.0 0.0 0.093
H -2.08796 -3.16389 -4.60580 0.0 0.0 0.0 0.086
H -1.61180 -3.41592 -6.28143 0.0 0.0 0.0 0.100
H 2.14149 -1.86461 -3.87521 0.0 0.0 0.0 0.145
H 3.48934 -0.31851 -3.54103 -0.1 0.0 0.0 0.146
H 3.57195 1.58669 -1.19145 0.0 0.0 -0.1 0.038
H 3.55903 1.99252 -2.90921 0.0 0.0 0.0 0.082
H 4.91198 1.11098 -2.23353 0.0 0.0 0.0 0.106
H 3.62391 -1.11029 -0.63767 -0.1 0.0 0.0 0.025
H 4.87631 -1.31712 -1.86430 0.0 0.0 0.0 0.113
H 3.37057 -2.22707 -1.98242 0.0 0.0 0.0 0.087
H -1.97765 -0.81653 -3.83325 0.0 0.0 0.0 0.120
H -1.75103 1.59376 -1.15106 0.0 0.0 0.0 0.064
H -3.58831 -0.45412 -2.50023 0.0 0.0 0.0 0.096
H -3.97248 0.56879 -1.13190 0.0 0.0 0.0 0.107
H -2.84403 -0.78135 -0.94991 -0.1 0.0 -0.2 0.055
H -2.99957 1.28122 -3.91856 0.0 0.0 0.0 0.094
H -1.69998 2.43468 -3.61410 0.0 0.0 0.0 0.079
H -3.24685 2.58951 -2.77206 0.0 0.0 0.0 0.096
H 0.72045 1.30231 -4.36543 0.0 0.0 0.0 0.131
H 1.52492 3.36282 -5.39535 0.0 0.0 0.0 0.129
H 2.33949 5.22743 -3.94843 0.0 0.0 0.0 0.130
H 2.06542 5.06331 -1.52530 0.0 0.0 0.0 0.103
H -2.45046 3.27577 -0.41127 -0.1 -0.1 0.1 0.057
H -1.46871 3.85412 -1.76563 0.0 0.0 0.0 0.074
H -2.51952 4.95083 -0.88515 0.0 0.0 0.0 0.111
H -1.51952 3.94383 2.15052 0.0 0.1 0.0 0.059
H -2.07589 5.47545 1.49438 0.0 0.0 0.0 0.108
H -0.47379 5.34696 2.18509 0.0 0.0 0.0 0.071
H -0.06046 5.77630 -1.53299 0.0 0.0 0.0 0.082
H 0.59760 6.33398 0.01148 0.0 0.0 0.0 0.057
H -1.09334 6.55336 -0.35676 0.0 0.0 0.0 0.110
H 3.70846 4.00424 -0.21276 0.0 0.0 0.0 0.088
H 3.61797 2.43632 0.57412 0.0 0.0 0.0 0.031
H 4.25149 3.82333 1.44760 0.0 0.0 0.0 0.111
H 2.44384 5.91549 0.51471 0.0 0.0 0.0 0.081
H 3.00207 5.60942 2.14095 0.0 0.0 0.0 0.108
H 1.29607 5.86498 1.86432 0.1 0.0 0.0 0.068
H 1.96907 2.20429 2.64581 0.0 0.1 0.0 0.028
H 0.91393 3.55448 3.07736 0.0 0.0 0.0 0.090
H 2.64925 3.66481 3.35788 0.0 0.0 0.0 0.111
C -5.35719 -4.71409 2.90902 -0.1 0.1 0.0 -0.058
C -6.12016 -3.42060 2.64910 0.2 -0.1 0.1 -0.171
N -5.26985 -2.22892 2.78583 0.1 0.3 -0.2 -0.045
C -5.18084 -1.63285 4.12144 -0.2 0.0 0.0 -0.192
C -6.42369 -0.84836 4.52713 0.1 0.0 0.1 -0.052
C -4.51083 -1.88760 1.72946 -0.2 -0.4 0.2 -0.423
O -4.42520 -2.57187 0.71377 0.2 0.1 -0.1 0.065
C -3.71362 -0.60618 1.75008 -0.1 0.0 0.1 -0.081
C -4.21928 0.64355 2.07160 0.0 -0.1 0.1 0.048
C -3.40450 1.74966 1.89266 0.1 0.0 -0.1 0.015
C -2.14272 1.57149 1.36494 -0.1 0.1 0.2 -0.158
N -1.66681 0.37882 1.00476 0.9 -0.7 -0.7 -0.028
C -2.43998 -0.69129 1.21573 0.0 0.1 -0.1 -0.084
H -6.04307 -5.55705 2.83231 0.0 0.0 0.0 0.089
H -4.92714 -4.72703 3.91202 0.0 0.0 0.0 0.077
H -4.56979 -4.84736 2.16911 0.0 0.0 0.0 0.058
H -6.93010 -3.31565 3.36830 -0.1 0.0 -0.1 0.118
H -6.53983 -3.42280 1.64602 0.0 0.0 0.0 0.129
H -4.28994 -1.00798 4.16916 0.0 0.0 0.1 0.113
H -5.03703 -2.45837 4.82250 0.1 0.0 0.0 0.125
H -6.52740 0.08138 3.96754 0.0 0.0 0.0 0.062
H -6.36072 -0.59765 5.58567 0.0 0.0 0.0 0.090
H -7.32977 -1.43369 4.38038 0.0 0.0 0.0 0.080
H -5.23054 0.75610 2.43836 0.0 0.0 0.0 0.125
H -3.74185 2.74655 2.14309 0.0 0.0 0.0 0.131
H -1.47100 2.38932 1.22260 0.0 0.1 0.0 0.019
H -2.06816 -1.64987 0.91249 -0.1 0.0 -0.1 0.099
C -0.06572 -4.74557 -2.13848 0.0 0.0 0.0 -0.030
C -0.47485 -3.55276 -1.31893 0.0 -0.1 0.0 -0.191
O 0.75666 -2.98083 -0.73922 -0.1 0.4 -0.2 -0.216
P 0.79120 -2.00941 0.48589 0.0 -0.6 0.4 0.630
O -0.31088 -2.46069 1.49927 0.0 0.0 0.0 -0.287
C -0.23451 -3.71190 2.29175 0.1 0.0 0.1 -0.172
C -1.55002 -4.43969 2.23459 0.0 0.1 0.0 -0.040
O 2.14268 -2.32051 1.18447 0.2 0.3 -0.2 -0.239
C 3.24164 -3.26995 0.88328 -0.2 -0.1 0.1 -0.179
C 3.56853 -4.03617 2.13876 0.0 0.0 0.0 -0.031
H -0.95204 -5.19635 -2.58613 0.0 0.0 0.0 0.103
H 0.42052 -5.49862 -1.51922 0.0 0.0 0.0 0.095
H 0.61820 -4.45919 -2.93502 0.0 0.0 0.0 0.073
H -1.13610 -3.83040 -0.50250 0.0 0.0 0.1 0.101
H -0.95658 -2.77552 -1.90669 0.0 0.0 0.0 0.101
H 0.00696 -3.38765 3.30196 0.0 0.0 0.0 0.135
H 0.58935 -4.31265 1.90951 0.0 0.0 0.0 0.111
H -2.37376 -3.79943 2.54772 0.0 0.0 0.0 0.073
H -1.50518 -5.29391 2.91111 0.0 0.0 0.0 0.108
H -1.76915 -4.81966 1.23867 0.0 0.0 0.0 0.081
H 4.07567 -2.65997 0.55263 0.0 0.0 0.0 0.102
H 2.90414 -3.90890 0.07044 0.1 0.0 0.0 0.123
H 3.66725 -3.36168 2.98929 0.0 0.0 0.0 0.083
H 4.52511 -4.54204 2.00233 0.0 0.0 0.0 0.104
H 2.82125 -4.79417 2.36772 0.0 0.0 0.0 0.081
```
Positions in Å, forces in eV/Å.